C11H22N6O5S2Sr | the ωB97M-V functional and the def2-TZVPD basis

Net charge: 0
Energy relative to the best compared isomer or geometry (same formula, charge and spin) (eV): 0.000
LUMO level (eV): -0.1
Highest occupied orbital energy (eV): -5.75
E_tot (eV): -53448.49919
Kohn-Sham gap (eV): 5.70

XYZ file:
```
47
C11H22N6O5S2Sr | the Open Molecules 2025 dataset | the ωB97M-V functional and the def2-TZVPD basis
O 0.7540 2.0978 -0.2374
H 0.8457 2.1845 0.7373
Sr -1.2198 0.1640 0.2177
N -1.1435 -0.2331 -2.3807
N 0.6277 -1.2554 -0.9803
O -2.1559 0.3030 -3.0190
O 1.3314 -1.9726 -0.1180
C -0.2670 -0.9687 -3.0996
C 0.7658 -1.5423 -2.2971
C -0.3678 -1.2091 -4.5628
C 1.8285 -2.4076 -2.8712
H -1.2459 -0.7021 -4.9717
H -0.4485 -2.2847 -4.7782
H 0.5292 -0.8426 -5.0818
H 2.4866 -2.7687 -2.0752
H 2.4271 -1.8522 -3.6088
H 1.3903 -3.2715 -3.3929
H -2.7262 1.0190 -1.8340
H 2.0299 -0.8995 0.8829
O -1.1243 -2.2027 1.0979
H -1.4856 -2.8209 1.7534
H -0.2162 -2.5154 0.8416
C 2.8691 2.8126 -0.9081
H 2.3464 3.7185 -0.6029
H 2.4063 2.3155 -1.7595
H 3.8607 3.1445 -1.2477
O -2.8345 1.3694 -0.8402
H 0.3198 2.9235 -0.5246
H -3.1556 2.2858 -0.8850
N -4.4974 1.5684 1.5220
C -3.5509 1.7293 2.4617
N -2.2868 1.3676 2.3138
C -1.5265 1.6666 3.4514
C -2.2587 2.2780 4.4614
S -3.9161 2.4865 4.0139
C -0.1311 1.2956 3.4711
C 0.7604 1.4216 4.5289
S 2.3129 0.7961 4.1243
C 1.6867 0.3317 2.5394
N 0.4275 0.7111 2.3335
N 2.4570 -0.2862 1.6372
H -5.4347 1.8792 1.7398
H -4.2468 1.2327 0.5916
H -1.8402 2.5780 5.4145
H 0.5044 1.8587 5.4860
H 3.3955 -0.5027 1.9554
H 3.0455 2.1275 -0.0791
```

***

C25H26AlN4O2S2 | the ωB97M-V functional and the def2-TZVPD basis

Net charge: -1
Energy relative to the best compared isomer or geometry (same formula, charge and spin) (eV): 1.353
LUMO level (spin up / spin down) (eV): 2.2 / 2.7
Highest occupied orbital energy (spin up / spin down) (eV): -4.16 / -2.97
E_tot (eV): -64675.03299
Kohn-Sham gap (spin up / spin down) (eV): 6.39 / 5.67

XYZ file:
```
60
C25H26AlN4O2S2 | the Open Molecules 2025 dataset | the ωB97M-V functional and the def2-TZVPD basis
Al 0.2454 -0.4707 0.5573
N -1.5576 -1.1822 1.2839
C -2.5473 -1.1057 0.2283
C -3.6777 -1.8982 0.1279
C -4.5368 -1.7032 -0.9505
C -4.2779 -0.7184 -1.8958
C -3.1408 0.1027 -1.8018
C -2.8064 1.1676 -2.6929
C -1.6502 1.9185 -2.4385
C -0.8365 1.6214 -1.3701
N -1.0775 0.5595 -0.5507
C -2.2563 -0.1322 -0.7247
H -1.8130 -0.5509 2.0474
H -1.4905 -2.1140 1.6804
H -3.8873 -2.6527 0.8767
H -5.4192 -2.3235 -1.0469
H -4.9613 -0.5678 -2.7243
H -3.4541 1.3929 -3.5312
H -1.3889 2.7606 -3.0686
H 0.0873 2.1573 -1.1840
O 2.5817 2.6548 1.2255
C 2.2420 1.5016 1.4293
O 1.1465 1.0173 0.9155
C 3.0841 0.5926 2.2944
C 4.3220 1.1267 2.6698
C 5.1904 0.4561 3.5035
C 4.8077 -0.7889 3.9984
C 3.5976 -1.3366 3.6330
C 2.7012 -0.6793 2.7658
S 1.2034 -1.5452 2.4383
H 4.5693 2.1055 2.2809
H 6.1441 0.8923 3.7727
H 5.4564 -1.3299 4.6781
H 3.2997 -2.3041 4.0183
C 1.8094 -0.7445 -2.9432
C 1.9403 -1.7439 -1.7799
C 2.1271 -3.1543 -2.3525
C 3.1766 -1.3751 -0.9508
C 0.6889 -1.6738 -0.9365
H 2.7102 -0.7562 -3.5689
H 1.6675 0.2701 -2.5627
H 0.9468 -0.9899 -3.5679
H 3.0634 -3.2303 -2.9172
H 1.3007 -3.4107 -3.0211
H 2.1565 -3.8901 -1.5454
H 4.0820 -1.3761 -1.5675
H 3.3131 -2.0821 -0.1286
H 3.0677 -0.3793 -0.5124
H -0.1285 -2.2430 -1.3958
S -2.5636 1.0975 3.3839
C -2.9158 1.8466 1.9183
N -1.8810 2.4685 1.2477
C -2.0190 3.1168 0.0819
C -3.2436 3.1516 -0.5050
C -4.2737 2.4916 0.1771
N -4.1428 1.8866 1.3391
H -0.9584 2.3403 1.6493
H -1.1509 3.6457 -0.2853
H -3.4001 3.6419 -1.4523
H -5.2723 2.4683 -0.2495
```

***

C15H26NO6 | the ωB97M-V functional and the def2-TZVPD basis

Net charge: -1
LUMO level (eV): 2.6
Highest occupied orbital energy (eV): -4.41
E_tot (eV): -29754.39589
Kohn-Sham gap (eV): 7.02

XYZ file:
```
48
C15H26NO6 | the Open Molecules 2025 dataset | the ωB97M-V functional and the def2-TZVPD basis
C 4.7514 0.0272 -1.6363
C 3.8244 1.2539 -1.5892
C 3.0772 1.3526 -0.2497
C 1.5862 1.6897 -0.3618
C 0.9324 1.5745 1.0203
N 0.9225 0.9359 -1.4286
C 0.8173 -0.5055 -1.1928
C -0.5050 -0.9812 -0.5449
O -1.3650 -0.1145 -0.2801
O -0.5905 -2.2174 -0.4011
H 5.1834 -0.1646 -0.6528
H 5.5417 0.1293 -2.3786
H 4.1592 -0.8582 -1.8786
H 4.4573 2.1373 -1.7060
H 3.1079 1.1973 -2.4039
H 3.5507 2.0894 0.4008
H 3.1627 0.3946 0.2732
H 1.5266 2.7460 -0.6553
H 1.2023 0.6186 1.4704
H 1.3004 2.3889 1.6474
H -0.1473 1.6669 0.9590
H -0.0405 1.2573 -1.4577
H 1.6482 -0.8845 -0.6000
H 0.8725 -1.0278 -2.1528
O -3.0661 -4.2653 -6.0202
C -2.9095 -3.7729 -4.9353
O -1.8221 -3.0560 -4.6116
C -1.8661 -2.6768 -3.2078
C -3.3359 -2.7394 -2.8329
C -3.8412 -3.8621 -3.7383
H -1.2605 -3.3752 -2.6327
H -1.4411 -1.6846 -3.0963
H -3.4832 -2.9064 -1.7693
H -3.8282 -1.8026 -3.0996
H -3.7172 -4.8462 -3.2830
H -4.8736 -3.7350 -4.0537
O 1.4402 2.5091 4.7843
C 0.2596 2.3218 4.7525
O -0.4737 2.4335 3.6258
C -1.8688 2.2545 3.9066
C -1.9137 1.4672 5.2108
C -0.6519 1.9624 5.9159
H -2.3306 3.2410 3.9994
H -2.3210 1.7266 3.0705
H -2.8337 1.6226 5.7716
H -1.8223 0.4018 4.9981
H -0.8318 2.8663 6.5004
H -0.1837 1.2102 6.5443
```

***

C4H12O2S | the ωB97M-V functional and the def2-TZVPD basis

Net charge: +1
Energy relative to the best compared isomer or geometry (same formula, charge and spin) (eV): 1.760
Spin multiplicity: 2
LUMO level (spin up / spin down) (eV): -4.2 / -9.2
Highest occupied orbital energy (spin up / spin down) (eV): -13.62 / -13.62
E_tot (eV): -19261.91853
Kohn-Sham gap (spin up / spin down) (eV): 9.43 / 4.40
Expectation value of S²: 0.75

XYZ file:
```
19
C4H12O2S | the Open Molecules 2025 dataset | the ωB97M-V functional and the def2-TZVPD basis
C -1.8412 0.2225 -0.1859
O -1.4731 0.4448 -1.4673
C -0.9751 0.4630 0.9447
C 0.3581 -0.2309 1.0231
C 1.3340 0.6202 1.7949
S 3.1885 0.4293 1.3752
H -2.7476 0.7498 -0.0857
H -2.0691 -0.8748 -0.0598
H -1.1552 1.4124 -1.5899
H -1.5422 0.2343 1.8986
H -0.9169 1.5796 0.8832
H 0.6824 -0.2270 -0.0063
H 0.3175 -1.3707 1.4004
H 1.1850 1.7565 1.5995
H 1.3865 0.4222 2.9693
H 3.2769 -0.8893 1.1627
H 0.1063 -2.2679 -3.5847
H 0.3839 -0.8066 -3.8003
O 0.5012 -1.6673 -4.2719
```

***

C8H6BrN5O4 | the ωB97M-V functional and the def2-TZVPD basis

Net charge: 0
Energy relative to the best compared isomer or geometry (same formula, charge and spin) (eV): 1.432
LUMO level (eV): -0.5
Highest occupied orbital energy (eV): -9.11
E_tot (eV): -94071.20284
Kohn-Sham gap (eV): 8.59
SMILES string: O=c1[nH]c(O)nc(Cn2cnc([N+](=O)[O-])c2)c1Br

XYZ file:
```
24
C8H6BrN5O4 | the Open Molecules 2025 dataset | the ωB97M-V functional and the def2-TZVPD basis
O -3.8635 -2.5051 -2.1170
C -3.0731 -1.7745 -1.4302
N -3.4477 -1.3563 -0.1977
C -2.3770 -0.7303 0.4739
O -2.4631 -0.6068 1.7530
N -1.1559 -0.5007 -0.0705
C -0.7543 -1.1277 -1.2108
C 0.7456 -1.1717 -1.3997
N 1.5073 -0.9586 -0.0958
C 1.8171 -1.9379 0.8073
N 2.6376 -1.4910 1.6999
C 2.9644 -0.1317 1.3151
N 3.7879 0.6824 2.0666
O 4.3448 0.1861 3.0273
O 3.9975 1.8441 1.6397
C 2.0593 0.2125 0.2792
C -1.6497 -1.8164 -1.9398
Br -1.0233 -2.4960 -3.4799
H -4.3810 -1.0187 -0.0584
H -3.3394 -0.9358 2.0260
H 1.0492 -0.3629 -2.1242
H 1.0086 -2.2008 -1.8761
H 1.4104 -2.9521 0.8199
H 1.7612 1.2092 -0.1252
```